No. 1
{
  "formula": "C3H6O2S2",
  "method": "ωB97M-V with the def2-TZVPD basis set",
  "species": ["O", "C", "O", "C", "S", "C", "S", "H", "H", "H", "H", "H", "H"],
  "coordinates": [[-1.11743, -1.91924, -0.29665], [-1.32677, -0.75138, -0.23686], [-2.42273, -0.15521, -0.75766], [-0.30193, 0.16039, 0.48043], [-0.09617, 1.78789, -0.26447], [1.05874, -0.44708, 0.70877], [2.08882, -0.56696, -0.76073], [-2.26542, 0.81588, -0.62153], [-0.79528, 0.33171, 1.46805], [0.11306, 1.38475, -1.52297], [0.94070, -1.47396, 1.11270], [1.61833, 0.11992, 1.40583], [2.50609, 0.71329, -0.71491]],
  "forces_ev_per_angstrom": [[-0.396, -0.745, -0.129], [0.757, 0.540, -0.207], [0.841, 0.763, 0.627], [-0.868, 0.308, 0.444], [-0.722, 0.795, 0.053], [-0.381, -1.773, -0.144], [0.230, -0.082, -0.319], [-0.406, -0.737, -0.311], [0.452, 0.158, -0.489], [0.082, -0.133, -0.015], [0.121, 0.553, -0.299], [0.289, 0.592, 0.865], [0.002, -0.239, -0.076]],
  "mulliken_charge": [-0.50, 0.56, -0.46, -0.04, -0.21, -0.87, -0.18, 0.35, 0.30, 0.20, 0.34, 0.40, 0.13],
  "spin_multiplicity": 1,
  "relative_energy_kcal_mol": 9.47,
  "e_lumo_ha": 0.014,
  "gap_ev": 9.89,
  "homo_energy_ev": -9.50
}



No. 2
{
  "formula": "C2HO4V",
  "method": "ωB97M-V with the def2-TZVPD basis set",
  "species": ["O", "C", "O", "C", "O", "O", "V", "H"],
  "coordinates": [[0.37050, -1.56130, -1.21507], [0.62257, -1.17202, -0.09228], [0.62280, 0.12047, 0.17735], [-0.87229, 0.87375, 0.66474], [-1.56745, 0.28080, 1.42385], [-0.93437, 1.73081, -0.21362], [0.69921, 1.50933, -1.46217], [1.05902, -1.78183, 0.71721]],
  "forces_ev_per_angstrom": [[0.074, -0.254, 1.076], [0.706, -0.498, -1.468], [0.278, 0.953, 0.711], [-2.494, -1.147, -1.005], [1.853, 0.742, -0.196], [0.331, 0.799, 0.646], [-0.165, -0.395, 0.362], [-0.582, -0.199, -0.126]],
  "mulliken_charge": [-0.51, 0.27, -0.53, 0.87, -0.43, -0.61, 0.58, 0.35],
  "spin_multiplicity": 5,
  "s_squared": 6.00,
  "e_lumo_ha": [-0.016, -0.008],
  "gap_ev": [6.82, 10.73],
  "homo_energy_ev": [-7.24, -10.94]
}



No. 3
{
  "formula": "C2H9N3O",
  "method": "ωB97M-V with the def2-TZVPD basis set",
  "species": ["H", "N", "C", "N", "N", "C", "H", "H", "H", "H", "H", "H", "O", "H", "H"],
  "coordinates": [[1.89471, -0.32895, -0.18099], [0.93942, -0.64675, -0.16850], [0.13564, 0.21042, -0.80670], [0.37258, 1.63449, -0.82404], [-1.16458, -0.25706, -1.24728], [-1.72624, -1.61909, -0.89651], [-0.36940, 2.24638, -1.21152], [1.23280, 1.95114, -0.39637], [-1.86835, 0.43646, -1.01450], [-2.72135, -1.48649, -0.37585], [-1.92839, -2.23508, -1.87980], [-1.01954, -2.24763, -0.20896], [1.84432, 1.06099, 2.89724], [2.64822, 0.63418, 2.59223], [1.73016, 0.64700, 3.72157]],
  "forces_ev_per_angstrom": [[0.288, 0.493, 0.405], [-2.070, 1.327, -2.781], [0.527, -1.216, 2.872], [-1.720, -2.304, -1.218], [0.816, 0.605, 1.053], [0.677, -1.143, -0.393], [1.397, -0.538, 0.503], [-0.604, 0.124, -0.165], [0.199, -0.003, -0.278], [1.179, -0.075, -0.553], [0.504, 1.244, 1.910], [-1.194, 1.452, -1.352], [0.493, 0.670, -1.420], [0.112, 0.056, -0.391], [-0.602, -0.693, 1.807]],
  "mulliken_charge": [0.18, -0.66, 0.54, -0.43, -0.33, -0.65, 0.20, 0.20, 0.25, 0.26, 0.20, 0.25, -0.62, 0.31, 0.30],
  "spin_multiplicity": 1,
  "relative_energy_kcal_mol": 38.58,
  "e_lumo_ha": 0.032,
  "gap_ev": 9.43,
  "homo_energy_ev": -8.56
}



No. 4
{
  "formula": "C12H11NO",
  "method": "ωB97M-V with the def2-TZVPD basis set",
  "species": ["C", "N", "C", "C", "C", "C", "C", "C", "C", "C", "C", "H", "H", "H", "H", "H", "H", "H", "H", "H", "C", "C", "O", "H", "H"],
  "coordinates": [[-1.19377, -1.32421, 1.28824], [-2.34318, -1.83851, 1.07366], [-2.47961, -2.00557, -0.34626], [-1.19574, -1.53036, -0.93469], [-0.41372, -1.10135, 0.07750], [0.91418, -0.50418, 0.01932], [1.87810, -0.99828, -0.85683], [3.12084, -0.39964, -0.93683], [3.42019, 0.69794, -0.14595], [2.47250, 1.18738, 0.73778], [1.22948, 0.58874, 0.82312], [-0.85375, -1.11217, 2.28791], [-3.33448, -1.41997, -0.69753], [-2.70140, -3.05233, -0.57374], [-0.99235, -1.51496, -1.98839], [1.64695, -1.86090, -1.46518], [3.86101, -0.78767, -1.62187], [4.38784, 1.17229, -0.21726], [2.70044, 2.04057, 1.36082], [0.48331, 0.98218, 1.49889], [-1.81011, 2.81388, 0.45939], [-2.57720, 2.18531, -0.36255], [-3.25102, 1.59986, -1.10699], [-1.89155, 2.66798, 1.51844], [-1.07694, 3.51396, 0.10898]],
  "forces_ev_per_angstrom": [[-0.299, -0.121, -0.008], [-0.347, -0.022, 0.756], [0.175, -0.008, -0.261], [0.082, 0.068, 0.295], [-0.361, -0.174, -0.704], [0.313, 0.092, -0.092], [-0.082, 0.042, 0.059], [0.126, 0.026, -0.099], [0.051, 0.047, 0.011], [0.057, 0.065, 0.049], [-0.066, -0.101, 0.007], [0.097, 0.081, 0.271], [-0.018, 0.007, -0.041], [0.001, -0.011, -0.026], [0.174, 0.077, -0.227], [-0.019, -0.065, -0.045], [0.050, -0.034, -0.038], [0.083, 0.010, 0.000], [0.025, 0.055, 0.029], [-0.050, 0.036, 0.047], [0.761, 0.692, 0.841], [-0.845, -0.948, -1.028], [0.185, 0.244, 0.263], [-0.198, -0.166, 0.215], [0.106, 0.107, -0.276]],
  "mulliken_charge": [-0.62, -0.62, -0.45, -0.63, 0.60, 0.61, -0.42, -0.59, -0.36, -0.74, -0.18, 0.50, 0.29, 0.32, 0.44, 0.43, 0.38, 0.38, 0.38, 0.30, -1.08, 0.91, -0.37, 0.27, 0.26],
  "spin_multiplicity": 1,
  "relative_energy_kcal_mol": 39.19,
  "e_lumo_ha": 0.026,
  "gap_ev": 9.46,
  "homo_energy_ev": -8.76
}



No. 5
{
  "formula": "C27H48OP2Sr",
  "method": "ωB97M-V with the def2-TZVPD basis set",
  "species": ["P", "P", "C", "C", "H", "H", "H", "H", "C", "H", "H", "H", "C", "H", "H", "H", "C", "H", "H", "H", "C", "H", "H", "H", "Sr", "C", "C", "C", "C", "C", "C", "C", "C", "C", "H", "H", "H", "H", "H", "H", "H", "H", "H", "H", "H", "H", "H", "H", "H", "C", "C", "C", "C", "C", "C", "C", "C", "C", "C", "C", "C", "O", "H", "H", "H", "H", "H", "H", "H", "H", "H", "H", "H", "H", "H", "H", "H", "H", "H"],
  "coordinates": [[-0.59496, 1.25249, -1.63566], [0.63383, -1.37963, 0.05023], [0.40590, -0.05530, -2.42928], [0.30616, -1.42249, -1.73433], [1.44708, 0.30212, -2.42426], [0.06991, -0.10593, -3.47065], [-0.70343, -1.84152, -1.85714], [1.02522, -2.13847, -2.14315], [2.38478, -1.36282, 0.30109], [2.60849, -1.43682, 1.37527], [2.86157, -0.44910, -0.08213], [2.77326, -2.23736, -0.22334], [-0.03774, -2.81231, 0.80123], [0.39819, -3.66086, 0.27596], [-1.13281, -2.83661, 0.72439], [0.23450, -2.83948, 1.86341], [0.00989, 2.81557, -2.17375], [-0.61331, 3.64757, -1.82400], [-0.01217, 2.75019, -3.26046], [1.04291, 2.96917, -1.83795], [-2.26917, 1.07014, -2.20887], [-2.73603, 0.14143, -1.85054], [-2.23300, 1.07682, -3.30035], [-2.87132, 1.91505, -1.84547], [-0.39887, 0.77592, 1.00275], [1.35587, -3.94100, -4.84177], [2.52612, -3.38613, -4.49549], [3.46813, -2.54175, -5.30192], [2.90016, -1.87594, -6.57813], [1.74045, -0.96224, -6.30059], [0.44158, -1.26859, -6.17254], [-0.25083, -2.59436, -6.28463], [0.62795, -3.86131, -6.15358], [-1.26226, 2.71160, 1.37164], [0.83731, -4.52019, -4.06562], [2.87813, -3.58238, -3.47655], [4.35521, -3.13621, -5.57726], [3.84725, -1.74685, -4.63839], [3.71618, -1.27693, -7.02116], [2.65176, -2.64213, -7.31968], [2.01255, 0.09374, -6.16754], [-0.24032, -0.43382, -5.97496], [-0.80405, -2.64402, -7.23742], [-1.02438, -2.62888, -5.49929], [-0.04727, -4.73271, -6.22941], [1.30947, -3.93264, -7.00739], [-1.95320, 2.46117, 2.17375], [-1.72657, 3.19052, 0.54228], [-0.40056, 3.24999, 1.75703], [-3.56484, -0.96196, 4.89076], [-3.02714, -0.00050, 3.81763], [-4.18800, 0.64911, 3.05544], [-2.11272, 1.04173, 4.46244], [-2.63403, 1.93748, 5.39926], [-1.83089, 2.89240, 6.01667], [-0.47535, 2.96448, 5.70512], [0.10559, 2.09719, 4.77954], [1.59684, 2.20787, 4.46184], [1.95079, 3.59353, 3.90966], [2.43020, 1.89485, 5.71414], [-0.70762, 1.09946, 4.13195], [-0.19442, 0.29863, 3.24837], [-4.17431, -0.42417, 5.62857], [-2.73251, -1.45055, 5.40978], [-4.18453, -1.73155, 4.42120], [-2.44294, -0.60267, 3.09983], [-4.81834, 1.25160, 3.72623], [-3.82185, 1.29802, 2.24838], [-4.81475, -0.12648, 2.60011], [-3.69269, 1.90370, 5.66776], [-2.26191, 3.58177, 6.74498], [0.12931, 3.72237, 6.20910], [1.86160, 1.46135, 3.69452], [1.73353, 4.38265, 4.64317], [3.01759, 3.63439, 3.66346], [1.38178, 3.80363, 2.99465], [2.19360, 0.88946, 6.07999], [3.49517, 1.93605, 5.46833], [2.22527, 2.61950, 6.51272]],
  "forces_ev_per_angstrom": [[0.271, -0.819, 1.346], [-0.208, 0.410, -1.247], [0.011, 0.247, -0.750], [0.266, -0.763, -0.365], [-0.212, -0.084, -0.084], [0.420, -0.400, -0.137], [0.219, 0.013, -0.011], [-0.208, 0.001, -0.654], [1.114, -0.677, -0.078], [-0.078, -0.011, -0.312], [-0.220, -0.292, 0.022], [0.669, -0.003, 0.100], [0.007, -1.575, 0.123], [-0.255, -0.654, 0.303], [0.318, 0.018, -0.043], [-0.050, 0.021, -0.237], [0.326, 0.681, -1.260], [0.121, -0.323, -0.017], [0.232, 0.718, -0.347], [-0.277, -0.040, -0.059], [-0.625, 0.099, -0.865], [0.231, 0.238, -0.141], [-0.549, -0.053, -0.162], [0.190, -0.236, -0.119], [0.535, -1.471, 4.436], [0.400, 0.071, 0.493], [-0.441, -0.412, 0.080], [0.106, 0.296, -0.201], [0.468, -0.159, -0.056], [-0.569, 0.266, 0.139], [0.460, 0.410, -0.114], [-0.086, -0.359, 0.088], [-0.365, -0.049, -0.331], [-1.600, 3.309, 0.039], [0.220, 0.224, -0.238], [-0.128, 0.028, -0.246], [-0.215, 0.095, 0.086], [-0.067, -0.163, -0.155], [-0.324, -0.242, 0.137], [0.077, 0.252, 0.159], [-0.154, -0.368, -0.028], [0.211, -0.186, -0.054], [0.137, 0.055, 0.205], [0.157, -0.012, -0.172], [0.284, 0.317, 0.006], [-0.184, -0.041, 0.243], [-0.135, 0.340, 0.134], [-0.661, 1.199, -0.356], [0.010, 0.472, 0.154], [0.119, -0.011, -0.198], [0.137, 0.193, 0.282], [-0.013, -0.017, -0.120], [0.609, 0.133, 0.042], [0.266, -0.060, -0.132], [-0.075, 0.097, 0.144], [-0.109, -0.219, -0.151], [-0.385, -0.296, -0.151], [-0.281, -0.032, 0.170], [0.014, -0.049, -0.089], [-0.046, -0.053, -0.198], [-0.553, 0.784, 1.032], [0.326, -0.656, -0.197], [0.142, -0.119, -0.136], [-0.178, 0.089, -0.017], [-0.045, -0.028, 0.109], [-0.003, 0.242, 0.269], [0.179, -0.141, -0.214], [-0.099, -0.032, 0.228], [-0.049, 0.077, 0.064], [0.221, -0.059, -0.138], [0.114, -0.188, -0.206], [-0.058, -0.194, -0.181], [-0.278, 0.150, 0.246], [0.042, -0.166, -0.209], [-0.040, 0.091, 0.045], [0.071, 0.044, 0.238], [0.049, 0.187, 0.024], [0.027, 0.007, 0.124], [0.049, -0.165, -0.132]],
  "mulliken_charge": [0.56, 0.60, -0.37, -0.45, 0.29, -0.09, 0.31, -0.03, -1.37, 0.42, 0.36, 0.42, -1.35, 0.43, 0.33, 0.40, -1.29, 0.37, 0.42, 0.33, -1.27, 0.35, 0.40, 0.40, 1.83, -0.16, -0.45, -0.54, -0.95, -0.19, -0.49, -0.51, -0.95, -2.40, 0.33, 0.43, 0.35, 0.28, 0.38, 0.34, 0.32, 0.50, 0.35, 0.27, 0.38, 0.34, 0.44, 0.60, 0.33, -1.59, 0.71, -1.38, 0.78, -0.16, -1.54, -0.12, 0.89, 0.42, -1.26, -1.53, 0.00, -1.28, 0.29, 0.37, 0.45, -0.02, 0.24, 0.29, 0.46, 0.28, 0.32, 0.28, 0.13, 0.25, 0.44, 0.18, 0.37, 0.43, 0.29],
  "spin_multiplicity": 1,
  "relative_energy_kcal_mol": 80.91,
  "e_lumo_ha": -0.004,
  "gap_ev": 5.60,
  "homo_energy_ev": -5.72
}



No. 6
{
  "formula": "C7H12N5O",
  "method": "ωB97M-V with the def2-TZVPD basis set",
  "species": ["C", "C", "C", "C", "C", "C", "C", "N", "N", "N", "N", "N", "O", "H", "H", "H", "H", "H", "H", "H", "H", "H", "H", "H", "H"],
  "coordinates": [[0.30335, -0.35315, 0.82716], [2.06309, -0.67721, -0.36278], [-3.08157, -2.08927, 1.28852], [-1.95283, -0.33536, 0.08635], [3.02655, -1.07921, -1.31654], [-1.20396, 1.78527, -1.69969], [1.34530, 1.68418, 1.95075], [1.01835, -1.27694, 0.06439], [-2.19619, -1.11936, 1.10710], [-0.74768, 0.26710, -0.04041], [1.27140, 0.74918, 1.07290], [-0.31170, 1.16162, -0.87130], [2.33228, 0.53022, 0.27074], [-0.35827, -0.91075, 1.62812], [-3.06609, -2.47526, 2.25446], [-3.71034, -2.46323, 0.56937], [-2.69349, -0.01048, -0.58766], [4.14188, -0.94628, -1.12800], [2.87266, -2.08757, -1.66850], [2.70567, -0.49177, -2.24411], [-0.76152, 2.00208, -2.60290], [-2.00030, 1.08168, -1.83975], [-1.66712, 2.67600, -1.24923], [0.54208, 2.00730, 2.53785], [2.12846, 2.37121, 1.95314]],
  "forces_ev_per_angstrom": [[-2.719, -0.603, 0.179], [-1.296, -1.079, 2.136], [3.237, 3.542, -0.059], [0.108, 0.995, -0.964], [1.867, 0.299, -3.202], [-2.860, -0.148, 1.019], [-0.583, -0.930, -1.919], [1.408, 0.338, -1.194], [-0.942, -2.915, 1.858], [-0.503, -0.393, 0.716], [0.420, 0.704, 2.214], [3.145, -1.006, 1.945], [0.428, 0.646, -0.130], [1.534, 1.596, -0.476], [-0.215, -0.855, 1.411], [-1.549, -0.648, -1.816], [-0.853, 0.207, -0.700], [-1.702, 0.240, 0.096], [-0.204, -0.438, 0.413], [0.874, -0.350, 0.946], [0.971, 0.759, -1.973], [-0.965, -0.023, -1.006], [0.141, 0.063, -0.071], [-1.492, -0.557, 0.862], [1.750, 0.556, -0.285]],
  "mulliken_charge": [-0.14, 0.82, -0.36, 0.09, -1.18, -0.80, -0.19, -0.52, -0.46, 0.85, 0.29, -1.14, -0.25, 0.45, 0.28, 0.32, 0.40, 0.34, 0.37, 0.29, 0.35, 0.26, 0.30, 0.32, 0.31],
  "total_charge": 1,
  "spin_multiplicity": 1,
  "relative_energy_kcal_mol": 148.33,
  "e_lumo_ha": [-0.183, -0.183],
  "gap_ev": [5.78, 6.16],
  "homo_energy_ev": [-10.75, -11.13]
}